A cluster of 13 separate species, C96H219N13O20 in total in a non-equilibrium geometry. Source: OMol25; level of theory: the ωB97M-V functional and the def2-TZVPD basis.

Last column: Mulliken charge in e.
CARTESIAN COORDINATES (ANGSTROEM)
C -5.224 0.708 6.594  -0.551
O -4.452 1.514 7.396  -0.505
C -3.576 2.342 6.717  1.259
C -3.269 3.505 7.692  -1.479
N -3.195 4.802 7.015  0.090
C -4.473 5.425 6.638  -0.626
C -4.206 6.791 5.898  -0.585
O -3.596 7.673 6.835  -0.329
C -3.314 8.881 6.256  -0.742
H -5.942 0.136 7.146  0.359
H -4.660 0.039 5.982  0.038
H -5.755 1.295 5.809  0.294
H -4.083 2.815 5.831  -0.219
H -2.703 1.798 6.294  -0.195
H -2.300 3.386 8.111  0.355
H -4.030 3.427 8.459  0.479
H -2.752 5.451 7.693  0.284
H -5.194 5.665 7.492  0.326
H -4.963 4.716 5.941  0.279
H -5.144 7.242 5.552  0.511
H -3.521 6.504 5.016  0.238
H -4.229 9.293 5.784  0.288
H -2.670 8.719 5.364  0.309
H -2.768 9.547 6.915  0.259
C -0.139 0.935 -2.843  0.298
O -0.222 0.878 -1.404  0.603
C -0.494 -0.415 -0.919  -1.157
C -0.560 -0.410 0.609  0.868
N 0.786 -0.461 1.238  1.269
C 0.677 0.204 2.566  0.370
C 0.060 -0.771 3.573  0.446
O -1.350 -0.624 3.452  0.360
C -1.983 -1.460 4.357  0.081
H 0.865 0.557 -3.031  0.366
H -0.162 1.986 -3.143  -1.074
H -0.889 0.367 -3.388  0.386
H 0.288 -1.149 -1.182  -0.228
H -1.486 -0.757 -1.212  0.620
H -1.112 -1.281 0.909  -0.083
H -1.124 0.488 0.980  -0.740
H 1.351 0.145 0.647  -0.907
H 0.181 1.169 2.492  -0.001
H 1.744 0.393 2.831  -0.769
H 0.289 -0.524 4.609  -0.114
H 0.383 -1.784 3.300  -0.310
H -1.677 -2.466 4.149  -0.240
H -3.101 -1.457 4.213  -0.063
H -1.875 -1.205 5.431  -0.141
C 3.274 3.612 4.427  -0.815
O 1.866 3.453 4.447  0.498
C 1.244 4.345 5.371  -1.437
C -0.225 4.027 5.685  -0.217
N -1.110 4.267 4.551  -0.440
C -1.165 3.127 3.623  2.516
C -2.330 3.258 2.648  -0.827
O -3.542 3.570 3.288  -0.126
C -4.696 3.305 2.514  -0.686
H 3.601 2.615 4.083  0.096
H 3.617 3.791 5.450  0.514
H 3.594 4.409 3.734  0.103
H 1.308 5.399 4.922  0.287
H 1.858 4.304 6.290  0.513
H -0.508 4.586 6.563  0.577
H -0.208 2.984 6.037  -0.024
H -2.025 4.400 4.998  -0.108
H -1.293 2.193 4.172  -0.124
H -0.204 3.018 3.059  -0.888
H -2.411 2.266 2.164  0.000
H -2.147 3.978 1.829  0.194
H -4.806 2.209 2.349  0.134
H -4.606 3.814 1.485  0.190
H -5.517 3.587 3.145  0.370
C 5.662 0.775 -0.515  -0.722
O 5.104 2.013 -0.224  -0.548
C 3.819 1.892 0.395  1.722
C 3.306 3.246 0.837  -1.238
N 1.900 3.068 1.319  0.762
C 0.853 3.231 0.363  1.500
C 0.379 4.610 0.126  -0.945
O 1.331 5.347 -0.588  -0.248
C 0.845 6.691 -0.886  -0.666
H 5.010 0.141 -1.082  0.154
H 5.854 0.176 0.400  0.315
H 6.585 0.871 -1.034  0.571
H 3.964 1.155 1.197  -0.359
H 3.080 1.472 -0.258  -0.342
H 3.266 3.844 -0.028  -0.202
H 3.883 3.703 1.639  0.417
H 1.747 3.683 2.090  -0.024
H 0.018 2.600 0.670  -0.791
H 1.123 2.853 -0.629  -0.505
H 0.075 5.138 1.062  0.628
H -0.552 4.574 -0.449  -0.037
H 1.611 7.057 -1.605  0.116
H 0.887 7.385 -0.032  0.252
H -0.146 6.643 -1.365  0.295
C 4.240 -0.678 4.004  -0.772
O 4.376 -1.061 2.625  -0.348
C 3.437 -2.032 2.298  0.368
C 3.622 -2.588 0.832  -0.181
N 4.875 -3.154 0.496  0.702
C 5.292 -4.229 1.372  -0.272
C 6.554 -4.898 0.846  -0.291
O 7.068 -5.790 1.859  -0.468
C 6.321 -6.965 1.948  -0.499
H 3.180 -0.434 4.182  0.021
H 4.791 0.240 4.207  0.425
H 4.614 -1.492 4.630  0.413
H 2.403 -1.741 2.271  -0.310
H 3.438 -2.865 3.004  0.835
H 3.405 -1.749 0.188  -0.566
H 2.874 -3.360 0.758  -0.515
H 5.648 -2.475 0.530  0.199
H 4.479 -4.921 1.539  -0.091
H 5.599 -3.890 2.382  0.220
H 7.368 -4.190 0.592  0.106
H 6.249 -5.446 -0.080  0.272
H 5.295 -6.772 2.352  0.132
H 6.831 -7.670 2.614  0.326
H 6.175 -7.456 0.958  0.256
C -4.816 -1.534 1.305  -0.512
O -4.808 -2.758 2.003  0.021
C -6.136 -3.132 2.429  -0.683
C -6.017 -4.213 3.494  -0.733
N -5.226 -3.674 4.565  0.309
C -5.404 -4.187 5.888  -0.845
C -4.354 -3.504 6.793  -0.361
O -3.080 -3.888 6.289  -0.234
C -2.057 -3.733 7.359  -1.303
H -3.891 -1.004 1.482  -0.195
H -5.651 -0.891 1.551  0.614
H -4.917 -1.710 0.173  0.042
H -6.668 -3.606 1.557  0.269
H -6.595 -2.249 2.827  0.486
H -5.525 -5.071 2.941  0.202
H -7.037 -4.566 3.799  0.477
H -4.264 -3.391 4.326  -0.253
H -5.293 -5.282 5.899  0.372
H -6.357 -4.030 6.391  0.417
H -4.437 -3.905 7.815  0.539
H -4.431 -2.433 6.765  0.045
H -2.407 -4.266 8.249  0.447
H -1.934 -2.710 7.628  0.546
H -1.212 -4.195 6.985  0.455
C -4.910 -1.563 -3.753  -0.302
O -4.924 -2.624 -4.695  -0.522
C -3.675 -3.289 -4.952  0.358
C -3.918 -4.252 -6.085  -1.144
N -4.180 -3.540 -7.278  0.106
C -4.576 -4.371 -8.374  -0.807
C -4.862 -3.525 -9.622  -0.377
O -6.127 -2.881 -9.524  -0.412
C -6.068 -1.475 -9.558  -0.251
H -5.816 -0.940 -3.944  0.287
H -4.011 -0.931 -3.812  -0.008
H -4.927 -1.957 -2.721  0.215
H -3.490 -3.876 -4.048  0.398
H -2.838 -2.559 -5.233  -0.121
H -4.751 -4.890 -5.715  0.403
H -2.971 -4.857 -6.264  0.341
H -4.899 -2.876 -7.055  0.105
H -5.414 -5.019 -8.214  0.493
H -3.702 -4.989 -8.604  0.379
H -4.964 -4.181 -10.472  0.412
H -4.030 -2.790 -9.752  0.159
H -5.531 -1.042 -10.442  0.292
H -5.507 -1.044 -8.704  -0.100
H -7.113 -1.094 -9.503  0.320
C 7.404 -3.179 -4.316  -1.663
C 6.897 -2.065 -3.343  1.033
C 6.954 -0.669 -3.915  -1.301
C 5.896 -0.364 -4.964  -0.745
C 4.529 -0.610 -4.295  -1.540
C 4.314 -2.026 -3.798  2.515
N 5.465 -2.247 -2.807  1.518
O 5.525 -3.605 -2.278  -0.600
C 3.059 -2.113 -2.920  -0.940
C 4.143 -2.989 -5.030  -1.918
C 7.858 -2.229 -2.117  -1.387
H 6.993 -3.114 -5.357  0.243
H 7.151 -4.146 -3.790  0.293
H 8.467 -3.105 -4.430  0.524
H 6.893 -0.018 -3.031  -0.002
H 7.942 -0.549 -4.375  0.555
H 6.059 -1.001 -5.879  0.342
H 5.930 0.623 -5.382  0.433
H 3.672 -0.393 -4.881  0.952
H 4.520 0.077 -3.412  -0.306
H 3.187 -1.435 -2.052  -0.685
H 2.195 -1.719 -3.505  -0.395
H 2.957 -3.163 -2.596  0.948
H 3.080 -2.914 -5.412  0.200
H 4.796 -2.651 -5.831  0.264
H 4.477 -3.998 -4.705  0.477
H 7.849 -3.296 -1.829  0.353
H 7.552 -1.598 -1.235  0.055
H 8.901 -1.949 -2.290  0.441
H 5.229 -3.507 -1.368  0.322
C 2.369 3.266 -3.289  -1.231
C 3.487 3.748 -4.205  2.829
C 3.722 2.720 -5.343  -0.123
C 4.636 3.241 -6.463  -0.815
C 4.047 4.521 -6.988  -1.697
C 3.708 5.572 -5.921  1.594
N 2.984 4.920 -4.877  0.071
O 2.681 5.914 -3.795  -0.394
C 5.012 6.279 -5.496  -1.691
C 2.812 6.565 -6.628  -1.913
C 4.819 3.975 -3.355  -1.332
H 1.427 3.090 -3.845  0.154
H 2.117 3.930 -2.453  0.114
H 2.807 2.371 -2.818  -0.378
H 4.065 1.807 -4.912  -1.273
H 2.747 2.491 -5.678  0.574
H 4.664 2.537 -7.310  0.531
H 5.628 3.439 -6.108  0.395
H 3.083 4.384 -7.498  0.526
H 4.618 5.086 -7.728  0.403
H 5.001 6.835 -4.569  0.304
H 5.808 5.636 -5.354  0.591
H 5.324 6.956 -6.298  0.405
H 3.454 6.987 -7.414  0.382
H 2.026 5.950 -7.135  0.427
H 2.451 7.353 -5.980  0.349
H 5.175 3.045 -2.927  -0.022
H 4.715 4.623 -2.457  0.301
H 5.592 4.441 -3.977  0.207
H 3.513 6.241 -3.504  0.331
C -2.926 -0.109 -7.933  -1.823
C -1.484 -0.277 -7.782  2.056
C -0.969 0.683 -6.752  -0.820
C 0.464 0.470 -6.168  0.250
C 0.588 -0.973 -5.805  0.326
C 0.048 -1.994 -6.862  1.369
N -1.274 -1.648 -7.320  1.400
O -1.666 -2.476 -8.397  -0.693
C 1.082 -2.128 -7.928  -2.025
C 0.015 -3.388 -6.249  -1.456
C -0.789 0.011 -9.092  -1.796
H -3.290 -0.405 -8.904  0.276
H -3.063 0.951 -7.984  0.513
H -3.501 -0.394 -7.094  0.037
H -1.079 1.771 -6.995  0.657
H -1.603 0.637 -5.845  -0.553
H 0.710 1.060 -5.322  -0.253
H 1.292 0.796 -6.841  0.235
H 0.072 -1.043 -4.836  0.010
H 1.651 -1.233 -5.585  -1.118
H 1.479 -1.183 -8.343  0.380
H 1.946 -2.582 -7.465  0.533
H 0.831 -2.660 -8.827  0.304
H -0.212 -4.116 -7.092  0.401
H 1.000 -3.491 -5.808  0.404
H -0.684 -3.466 -5.386  0.108
H -1.145 -0.709 -9.836  0.408
H 0.289 -0.106 -9.024  0.264
H -1.006 1.073 -9.326  0.401
H -2.470 -2.860 -7.991  0.170
C -4.871 1.674 -5.468  -1.409
C -4.603 3.128 -4.901  1.707
C -5.930 3.851 -4.544  -1.214
C -6.467 3.439 -3.177  -0.577
C -5.400 3.804 -2.225  -1.480
C -4.174 2.940 -2.386  2.913
N -3.771 3.301 -3.751  -0.129
O -2.532 2.591 -4.015  0.304
C -3.164 3.590 -1.501  -1.302
C -4.293 1.505 -1.880  -1.653
C -4.044 3.947 -6.117  -1.731
H -5.553 1.745 -6.331  0.667
H -5.389 1.091 -4.741  0.110
H -3.991 1.076 -5.681  -0.191
H -5.679 4.924 -4.660  0.300
H -6.721 3.571 -5.254  0.344
H -6.770 2.407 -3.123  0.330
H -7.403 3.974 -2.976  0.430
H -5.806 3.762 -1.221  0.351
H -5.125 4.876 -2.273  0.497
H -3.561 3.552 -0.513  -0.271
H -2.164 3.131 -1.541  -0.443
H -3.026 4.657 -1.666  0.572
H -4.497 1.604 -0.824  0.515
H -5.010 0.867 -2.381  0.109
H -3.298 1.077 -1.866  0.148
H -4.013 4.985 -5.839  0.537
H -4.597 3.754 -7.023  0.388
H -2.990 3.581 -6.419  0.020
H -1.841 3.279 -4.073  0.184
C 2.027 0.858 12.014  -1.842
C 2.031 -0.108 10.813  1.606
C 1.150 -1.327 11.104  -1.229
C 0.736 -2.094 9.797  -1.329
C 0.233 -1.268 8.622  -1.061
C 1.083 -0.067 8.346  3.113
N 1.318 0.622 9.655  0.078
O 2.182 1.713 9.197  -0.498
C 2.324 -0.533 7.617  -1.509
C 0.281 0.929 7.524  -2.627
C 3.442 -0.560 10.589  -1.704
H 2.292 0.207 12.881  0.441
H 0.976 1.149 12.135  0.464
H 2.745 1.715 11.987  0.324
H 1.521 -1.991 11.883  0.402
H 0.199 -0.903 11.493  0.384
H -0.066 -2.780 10.068  0.450
H 1.551 -2.709 9.405  0.387
H -0.796 -0.889 8.868  0.404
H 0.140 -1.913 7.727  0.147
H 2.033 -0.756 6.593  0.103
H 3.094 0.238 7.414  0.394
H 2.721 -1.412 8.071  0.447
H -0.250 0.484 6.670  -0.053
H -0.488 1.339 8.220  0.348
H 0.952 1.715 7.201  0.680
H 3.900 -0.381 11.558  0.496
H 4.069 0.024 9.906  0.241
H 3.534 -1.593 10.288  0.306
H 1.635 2.447 9.494  0.346
C -2.396 -5.822 1.163  -1.908
C -1.185 -4.884 0.733  2.945
C -0.815 -3.970 1.911  -0.036
C 0.071 -4.691 2.965  -0.625
C 1.274 -5.443 2.287  -0.890
C 0.708 -6.387 1.178  1.634
N 0.009 -5.571 0.221  0.670
O -0.494 -6.470 -0.791  -0.568
C 1.922 -6.922 0.390  -1.588
C -0.026 -7.565 1.759  -1.805
C -1.669 -3.928 -0.389  -2.318
H -3.356 -5.341 0.981  0.346
H -2.404 -6.086 2.217  0.280
H -2.406 -6.724 0.568  0.433
H -0.264 -3.105 1.489  -0.540
H -1.736 -3.602 2.366  -0.617
H -0.442 -5.423 3.630  0.508
H 0.502 -3.969 3.680  0.395
H 1.965 -5.983 2.896  0.938
H 1.880 -4.677 1.810  -0.530
H 2.463 -6.099 -0.129  0.102
H 2.633 -7.418 1.096  0.361
H 1.666 -7.721 -0.326  0.399
H -0.637 -8.134 1.053  0.315
H 0.733 -8.216 2.190  0.428
H -0.710 -7.298 2.576  0.282
H -2.515 -3.382 0.054  0.081
H -2.218 -4.506 -1.110  0.907
H -0.943 -3.256 -0.864  0.061
H -0.199 -6.037 -1.606  0.343

As for the total energy: -6005.07955 a.u. The calculation puts the energy relative to the best compared isomer or geometry (same formula, charge and spin) at 0.000 eV. The HOMO energy is -8.356 eV. The orbital gap comes out at 8.9 eV.